{
  "formula": "C27H63B2O13Pt2S6",
  "method": "ωB97M-V with the def2-TZVPD basis set",
  "symbols": ["H", "C", "H", "H", "C", "C", "H", "Pt", "H", "H", "H", "C", "H", "C", "H", "H", "H", "H", "C", "H", "H", "O", "H", "H", "H", "C", "H", "H", "H", "H", "C", "H", "S", "H", "H", "C", "H", "O", "C", "C", "O", "O", "C", "H", "H", "H", "H", "H", "H", "H", "H", "H", "O", "H", "H", "S", "H", "O", "C", "H", "H", "H", "H", "B", "H", "H", "H", "O", "O", "C", "C", "H", "O", "Pt", "C", "C", "H", "H", "H", "H", "H", "C", "S", "C", "H", "C", "H", "C", "H", "C", "H", "B", "H", "C", "S", "C", "O", "H", "S", "O", "C", "H", "H", "C", "H", "H", "H", "C", "H", "H", "S", "O", "O"],
  "coordinates": [[-3.195, -0.524, -0.383], [3.037, -3.231, 2.053], [-7.269, 2.877, 2.266], [1.887, -0.285, 0.876], [3.379, 2.735, 2.105], [1.620, -3.199, 2.604], [3.287, 5.355, 3.684], [-0.786, -2.114, -2.566], [1.525, 1.230, 0.204], [-3.123, -0.001, -4.197], [3.617, -3.984, 2.586], [0.834, 0.140, -5.747], [1.639, -5.425, -0.140], [3.868, -2.289, -2.655], [0.478, 1.428, -7.394], [3.196, -1.422, -5.274], [0.955, 2.759, -3.470], [4.364, -2.410, -6.088], [-6.379, 3.451, 0.497], [1.066, -3.867, -0.413], [5.182, -1.151, -3.999], [-0.490, -1.241, -0.467], [3.447, -2.228, 2.055], [1.948, -3.501, -5.432], [-2.679, 1.696, 4.840], [-0.346, -0.706, 4.592], [2.971, 3.289, 1.255], [-0.769, 2.071, 0.220], [-5.087, 3.317, 3.010], [4.477, -2.646, -1.830], [4.362, 3.513, 2.959], [2.709, 2.882, 5.303], [1.271, 0.469, -4.040], [4.951, 2.729, 3.438], [1.223, -2.224, 2.274], [1.647, -4.437, 0.319], [3.715, 1.806, 1.646], [0.524, -0.457, -3.194], [3.821, -2.310, -5.151], [0.346, 2.037, -4.008], [2.672, 0.717, -3.828], [0.611, -5.667, 2.443], [-0.914, 1.179, -0.402], [1.489, 4.067, 4.721], [-0.489, -0.198, 1.273], [-0.338, -1.019, 5.639], [-3.139, 3.121, 1.351], [0.335, 3.431, -5.653], [-7.120, 3.415, -0.300], [-6.674, 1.438, 1.295], [-5.136, -0.819, -0.184], [-0.544, 1.463, -1.385], [2.248, 0.999, 3.720], [4.294, 4.375, 4.812], [-0.191, -0.231, -5.711], [2.566, -3.476, -3.086], [-2.001, 1.093, -0.452], [-1.831, -2.872, 4.863], [2.408, 3.536, 4.487], [-0.806, 1.147, 3.541], [-3.850, 1.429, 1.026], [5.428, -2.952, -3.879], [1.841, 1.932, -6.462], [-2.489, -0.905, -3.776], [-0.578, 1.806, -3.479], [3.858, -4.299, 0.277], [0.494, -1.024, 3.989], [-4.237, 4.660, -0.326], [2.897, -4.796, -2.630], [-0.032, 2.428, -5.449], [-4.013, 2.486, 1.227], [-1.400, -0.744, -4.247], [1.271, -2.945, -2.700], [-2.179, -2.458, 0.576], [-6.488, 2.456, 1.638], [-0.242, -0.011, 0.227], [-1.096, 2.324, -5.631], [-4.915, 1.598, 2.907], [3.411, -1.325, -2.425], [-2.282, 0.839, 6.259], [-3.761, -1.159, 1.258], [1.273, 0.166, 0.085], [-4.728, 3.305, -0.256], [-0.808, 0.734, 4.548], [3.335, -4.445, -5.137], [-3.015, -0.405, 4.697], [3.067, -2.818, 0.035], [-5.104, 2.487, 2.300], [-6.379, 4.474, 0.877], [2.963, -3.761, 0.580], [5.030, 4.165, 2.401], [-4.059, -1.207, 0.088], [1.441, -3.086, 3.672], [4.713, -2.127, -3.915], [1.969, 2.312, 3.175], [-2.194, 0.773, 5.174], [-1.892, -1.700, 2.635], [-3.944, -2.343, -0.289], [0.574, -4.411, 1.763], [-4.734, 2.437, -1.400], [2.894, -3.480, -4.888], [-0.141, 1.375, 5.124], [-3.522, -0.250, 3.738], [3.587, 4.356, 3.982], [-2.956, -1.929, -4.178], [-2.287, -0.877, -2.588], [1.521, -0.614, -6.128], [0.832, 1.526, -6.368], [-3.753, -0.902, 5.320], [1.769, -0.068, -0.857], [-1.795, -1.663, 4.090], [0.745, 2.646, 2.490], [-0.701, -3.841, 1.372]],
  "atomic_forces_ev_per_a": [[-0.09, 0.33, -0.67], [-0.26, -2.13, -0.03], [-0.06, -0.70, 0.39], [-0.37, -0.44, 0.00], [-0.87, 0.15, -1.12], [-1.13, 2.08, -0.27], [0.19, -0.03, -0.31], [-1.25, 2.48, 0.53], [-0.24, 0.03, 0.08], [-0.39, 0.53, 0.61], [0.29, 0.55, 0.44], [0.48, -0.07, 0.39], [0.39, -0.25, 0.53], [-0.28, 0.87, -0.40], [-0.29, 0.25, 0.08], [0.23, 0.09, 0.11], [-0.06, 0.07, -0.02], [0.19, -0.21, 0.13], [0.17, 0.29, -0.84], [0.07, 0.21, 0.15], [0.28, -0.10, 0.41], [-1.26, -2.19, 0.55], [0.33, -0.13, 0.36], [-0.10, 0.46, 0.13], [-0.08, -0.07, -0.04], [-1.12, -0.38, 0.08], [-0.11, 0.34, 0.28], [0.27, -0.13, 0.12], [0.36, 0.23, -0.30], [-0.31, -0.21, 0.16], [-0.30, -0.46, -0.49], [-0.14, 0.12, 0.15], [-2.30, 1.29, -0.76], [0.23, 0.43, 0.42], [-0.29, -0.25, -0.41], [-1.32, 0.01, -1.41], [0.31, -0.10, 0.42], [1.61, 0.42, 0.35], [-0.83, 0.43, 0.12], [-0.44, -0.29, 0.15], [0.23, -0.56, 0.10], [-0.44, -0.02, 0.13], [-1.08, 1.00, 0.67], [0.13, 0.18, 0.11], [-0.23, 0.39, 0.02], [0.76, -0.11, -0.04], [0.26, -0.49, 0.63], [-0.61, 0.25, 0.11], [-0.05, -0.32, 0.06], [-0.46, 0.11, -0.05], [-0.40, -0.03, 0.04], [0.17, -0.47, -0.05], [-0.71, -0.23, -0.13], [-0.22, 0.88, 0.14], [0.07, -0.25, 0.09], [1.28, -0.54, -0.73], [0.09, -0.33, -0.23], [-0.13, -0.31, -0.49], [-0.66, -0.90, -0.51], [-0.16, -0.17, -0.07], [0.63, 0.17, -0.53], [0.41, 0.34, -0.29], [0.05, -0.05, 0.22], [0.70, -1.14, -1.96], [0.19, 0.05, 0.35], [-0.20, -0.52, 0.34], [0.25, 0.26, 0.19], [0.58, -0.21, -0.32], [-0.05, -0.07, 0.49], [1.71, -0.19, -0.34], [-0.65, 0.43, -0.78], [0.25, -0.01, -0.79], [-0.03, -0.29, 0.02], [-0.43, 1.34, -0.68], [0.54, 0.34, -0.67], [1.50, -0.57, -1.88], [-0.01, 0.02, 0.00], [-0.31, -0.02, 0.07], [-0.27, -0.20, 0.23], [0.77, -0.22, 0.06], [-0.43, -0.25, 0.86], [1.37, 1.38, 1.01], [-1.37, -0.08, 1.39], [0.47, 0.17, 0.27], [0.25, -0.02, 0.52], [0.04, -1.32, -1.98], [-0.59, -0.26, -0.58], [0.14, 0.22, 0.95], [0.01, -0.04, 0.10], [0.61, 1.65, 0.38], [0.02, -0.23, -0.24], [1.24, 1.15, 0.08], [0.34, -0.98, 0.17], [-0.08, -0.84, -0.56], [2.12, 1.18, -0.10], [-1.36, 0.79, 0.03], [0.47, 0.19, 0.62], [0.18, -1.75, -0.76], [2.53, 0.08, -0.15], [0.27, 0.00, -0.10], [-0.58, -0.33, -0.10], [0.11, -0.13, 0.00], [-0.10, 0.52, 0.15], [0.43, -0.97, 0.98], [-0.27, -0.51, 0.12], [0.24, -0.33, 1.96], [-0.07, 0.16, -0.30], [0.01, -0.36, -0.56], [0.34, 0.11, 0.50], [-0.77, -0.47, -0.26], [0.03, 0.98, 1.64], [-0.31, -0.35, 0.25], [-0.30, -0.41, 0.10]],
  "mulliken_charge": [-0.633, -1.252, 0.348, 0.002, -0.836, 0.702, 0.353, 5.035, 0.279, -0.189, 0.328, -0.763, 0.585, -0.113, 0.435, -0.427, 0.588, 0.486, -0.900, -0.450, 0.396, -1.958, 0.506, 0.505, 0.447, -0.571, 0.421, 0.377, 0.335, 0.629, -0.678, 0.384, 0.797, 0.313, -1.008, -0.081, 0.361, -1.182, 0.172, -0.653, -0.828, -0.684, -0.816, 0.458, -1.306, 0.520, 0.496, 0.282, 0.454, 0.316, -0.203, -0.402, -0.733, 0.267, 0.127, 0.646, -0.168, -0.727, -0.969, -0.120, -0.915, 0.374, 0.356, 0.801, 0.045, 0.656, 0.061, -0.702, -0.641, -0.773, 0.602, -0.647, -1.409, 4.630, -0.628, 2.346, 0.386, 0.124, -0.085, 0.287, -0.374, -0.707, 1.141, 0.161, 0.365, -0.281, -0.610, -0.497, 0.370, 0.324, 0.371, 0.511, 0.755, -1.115, 1.564, -0.990, -1.934, -0.086, 0.815, -0.566, -1.055, 0.454, -0.320, -0.596, -0.203, -0.136, 0.475, -0.756, 0.538, -0.461, 0.721, -0.670, -0.777],
  "total_charge": 1,
  "lumo_ev": [-2.78, -4.46],
  "energy_ev": -128476.8998,
  "spin_multiplicity": 5,
  "gap_ev": [8.60, 6.89]
}